(1)
This record from the Open Molecules 2025 dataset describes C12H16CaN4O4 as an isolated structure in a non-equilibrium geometry. The level of theory is ωB97M-V/def2-TZVPD.

ORCA input file:
```
! RIJCOSX wB97M-V def2-TZVPD def2/J DEFGRID3
* xyz 2 1
Ca -0.23 -0.68 -0.63
C 0.01 1.35 0.80
O 0.39 2.06 1.62
C 1.57 -0.70 1.26
O 2.25 -0.40 2.16
C 1.70 0.85 -1.40
O 2.51 1.59 -1.71
C -1.50 -0.93 1.58
O -2.08 -0.96 2.57
C 0.00 -4.25 -2.45
H -1.05 -4.50 -2.24
H 0.22 -3.79 -3.43
C 0.99 -4.59 -1.60
H 2.04 -4.41 -1.84
H 0.78 -5.12 -0.66
C -1.31 2.35 -1.94
N -1.89 1.08 -1.38
C -2.60 0.37 -2.53
N -3.64 1.22 -3.16
C -3.00 2.45 -3.66
N -2.33 3.21 -2.57
C -3.39 3.53 -1.59
N -4.01 2.32 -1.00
C -2.95 1.48 -0.39
C -4.63 1.59 -2.13
H -0.56 2.08 -2.69
H -0.85 2.91 -1.11
H -3.07 -0.55 -2.13
H -1.84 0.10 -3.29
H -3.77 3.11 -4.11
H -2.24 2.19 -4.41
H -2.93 4.11 -0.78
H -4.17 4.13 -2.09
H -3.42 0.56 0.00
H -2.48 2.05 0.42
H -5.39 2.25 -2.58
H -5.10 0.68 -1.73
*
```

Output
* highest occupied orbital energy: -15.0 eV
* gap between HOMO and LUMO: 6.484 eV

***

(2)
This record from the Open Molecules 2025 dataset describes C3H3NO3S as an isolated structure in a non-equilibrium geometry. The level of theory is ωB97M-V/def2-TZVPD.

ORCA input file:
```
! RIJCOSX wB97M-V def2-TZVPD def2/J DEFGRID3
* xyz -2 1
C -0.03 -0.16 -0.07
C 2.38 0.16 0.07
C -1.48 0.57 0.00
N 0.95 0.57 0.00
O 2.86 -0.04 1.15
O -0.25 -1.50 -0.04
O 2.91 0.17 -1.05
S -2.83 -0.66 0.07
H -1.68 1.23 0.74
H -1.41 1.01 -0.97
H -1.42 -1.35 0.11
*
```

Output
* highest occupied orbital energy: -0.2 eV
* gap between HOMO and LUMO: 5.978 eV

***

(3)
This record from the Open Molecules 2025 dataset describes C32H51AuN3O3P as an isolated structure in a non-equilibrium geometry. The level of theory is ωB97M-V/def2-TZVPD.

ORCA input file:
```
! RIJCOSX wB97M-V def2-TZVPD def2/J DEFGRID3
* xyz 2 1
Au 0.38 -0.63 -0.35
O 0.52 -1.04 1.77
C -0.36 -1.87 2.55
C -1.73 -1.23 2.73
C -2.33 -0.82 1.38
C -2.23 -1.97 0.43
C -3.12 -3.04 0.50
C -2.95 -4.16 -0.28
C -1.86 -4.21 -1.14
C -1.00 -3.14 -1.19
N -1.19 -2.04 -0.44
H 0.47 -0.06 2.14
H 0.10 -2.03 3.53
H -0.42 -2.83 2.05
H -1.65 -0.33 3.34
H -2.38 -1.94 3.25
H -1.78 0.04 0.99
H -3.37 -0.52 1.49
H -3.94 -2.97 1.20
H -3.64 -4.99 -0.21
H -1.67 -5.08 -1.76
H -0.13 -3.15 -1.81
N 6.27 -0.19 1.73
C 5.04 -0.26 1.21
C 4.41 -1.51 0.96
C 3.16 -1.54 0.42
N 2.49 -0.42 0.09
C 3.06 0.78 0.33
C 4.31 0.90 0.87
H 6.77 -1.02 2.01
H 6.69 0.69 1.95
H 4.91 -2.43 1.21
H 2.67 -2.48 0.23
H 2.48 1.65 0.08
H 4.73 1.88 1.04
C -0.70 -2.16 -6.36
C 0.71 -2.40 -5.80
C 0.78 -2.08 -4.30
C -0.12 -0.86 -4.03
C -1.60 -1.29 -4.15
C -1.76 -2.34 -5.27
P 0.24 0.17 -2.57
C 1.81 1.06 -2.90
C 3.08 0.19 -2.94
C 4.28 1.10 -3.21
C 4.20 1.70 -4.63
C 2.78 1.60 -5.22
C 1.71 1.95 -4.19
C -1.07 1.43 -2.34
C -2.40 0.89 -1.76
C -3.18 2.06 -1.15
C -3.06 3.33 -2.02
C -2.75 2.96 -3.47
C -1.36 2.29 -3.59
H -0.90 -2.84 -7.19
H -0.78 -1.15 -6.77
H 1.44 -1.79 -6.35
H 1.01 -3.44 -5.95
H 1.81 -1.93 -3.99
H 0.40 -2.93 -3.75
H 0.11 -0.12 -4.80
H -2.23 -0.43 -4.36
H -1.94 -1.71 -3.20
H -2.76 -2.24 -5.70
H -1.70 -3.35 -4.86
H 1.87 1.71 -2.02
H 3.02 -0.55 -3.74
H 3.20 -0.35 -2.01
H 5.20 0.53 -3.09
H 4.30 1.89 -2.46
H 4.89 1.19 -5.30
H 4.51 2.75 -4.61
H 2.60 0.59 -5.61
H 2.68 2.28 -6.06
H 0.73 1.89 -4.66
H 1.84 2.99 -3.88
H -0.63 2.06 -1.56
H -2.23 0.13 -1.01
H -2.98 0.42 -2.56
H -2.81 2.25 -0.15
H -4.23 1.77 -1.06
H -2.27 3.97 -1.64
H -3.98 3.91 -1.97
H -2.76 3.84 -4.11
H -3.52 2.29 -3.85
H -0.60 3.07 -3.67
H -1.32 1.71 -4.51
O 0.23 1.39 2.50
C 0.15 2.09 1.47
O 0.25 1.66 0.27
H -0.03 3.16 1.58
*
```

Output
* highest occupied orbital energy: -14.2 eV
* gap between HOMO and LUMO: 6.649 eV

***

(4)
This record from the Open Molecules 2025 dataset describes C14H22BrI2O3P2Rh as an isolated structure in a non-equilibrium geometry. The level of theory is ωB97M-V/def2-TZVPD.

ORCA input file:
```
! RIJCOSX wB97M-V def2-TZVPD def2/J DEFGRID3
* xyz 2 5
I 4.94 2.91 0.04
I 3.79 3.98 -2.08
Rh 0.48 0.66 -0.31
P 0.13 2.50 0.88
C -0.44 2.12 2.56
C 1.43 3.74 0.99
H 1.12 4.57 1.65
H -1.60 4.17 0.57
H 1.66 4.13 -0.01
H -1.02 3.50 -0.99
H 0.27 1.43 3.03
H 2.34 3.28 1.38
C -1.30 3.26 0.04
H -0.53 3.03 3.16
H -2.13 2.52 0.04
H -1.42 1.62 2.47
P 1.79 -0.38 -1.82
C 1.73 -2.18 -1.59
C 0.93 -0.09 -3.40
H 3.55 1.14 -2.40
H 4.05 -0.58 -2.67
H 3.99 0.13 -1.02
C 3.51 0.11 -2.00
H 1.01 0.97 -3.64
H 1.36 -0.69 -4.20
H 2.23 -2.68 -2.44
H 0.68 -2.50 -1.54
H -0.13 -0.35 -3.26
H 2.24 -2.44 -0.66
C 0.94 -0.45 1.09
O 1.14 -1.23 1.93
Br -2.05 -2.79 -1.98
C -2.39 -2.92 -0.12
C -2.45 -4.19 0.45
C -2.79 -4.34 1.80
C -3.16 -3.23 2.57
C -3.06 -1.96 2.02
C -2.62 -1.79 0.70
C -2.26 -0.38 0.27
O -2.77 0.60 0.84
O -1.37 -0.37 -0.67
H -2.19 -5.05 -0.15
H -2.80 -5.34 2.24
H -3.49 -3.35 3.60
H -3.32 -1.07 2.60
*
```

Output
* highest occupied orbital energy (spin up / spin down): -13.9 / -14.2 eV
* gap between HOMO and LUMO (spin up / spin down): 7.264 / 3.388 eV
* expectation value of S²: 6.029

***

In eV, the E_tot values for the records above are, in order, -45275.13462; -21626.41167; -57592.88691; -128829.54513.